Record 1
Below is a 7-piece molecular cluster, C41H43N10 overall at a distorted geometry, with properties calculated with ωB97M-V/def2-TZVPD.

Calculated values
Energy, eV: -58105.618
Gap between HOMO and LUMO, eV: 7.332
Charge: +1

Last column: Mulliken charge in e.
Geometry (Å):
C: 1.121 1.318 0.844  0.16
C: 0.775 0.739 -0.165  -1.15
C: 0.212 0.157 -1.470  0.36
C: -1.346 0.165 -1.372  -1.17
C: -1.782 -0.789 -0.238  0.70
C: -3.327 -0.858 -0.029  0.29
C: -3.955 -2.089 0.386  -0.44
C: -5.372 -1.948 0.569  -0.53
C: -5.996 -0.694 0.335  -0.32
N: -5.462 0.476 -0.096  -0.56
C: -4.126 0.295 -0.249  -0.36
N: -1.280 -2.154 -0.658  -0.23
C: 0.064 -2.180 -0.939  -0.11
N: 0.797 -3.260 -0.497  -0.34
N: 0.746 -1.225 -1.660  -0.10
H: 1.299 1.630 1.878  0.58
H: 0.571 0.836 -2.280  0.41
H: -1.631 1.227 -1.194  0.58
H: -1.754 -0.132 -2.370  0.30
H: -1.281 -0.571 0.736  0.31
H: -3.444 -3.047 0.577  0.28
H: -5.978 -2.813 0.892  0.37
H: -7.093 -0.650 0.529  0.36
H: -3.582 1.202 -0.600  0.26
H: -1.406 -2.838 0.089  0.41
H: 0.818 -4.086 -1.089  0.20
H: 1.248 -3.237 0.424  0.28
H: 1.712 -1.240 -1.302  0.33
N: 1.406 -3.951 2.915  -0.26
C: 0.729 -4.374 3.987  -0.29
C: 1.176 -5.372 4.838  -0.56
C: 2.394 -5.971 4.564  -0.06
C: 3.116 -5.552 3.457  -0.69
C: 2.583 -4.544 2.671  0.04
H: -0.219 -3.877 4.161  0.36
H: 0.585 -5.670 5.693  0.38
H: 2.777 -6.755 5.205  0.39
H: 4.071 -5.996 3.210  0.38
H: 3.115 -4.182 1.797  0.34
N: -8.938 1.354 -1.291  -0.50
C: -7.817 1.226 -2.010  -0.14
C: -7.788 1.227 -3.397  -0.50
C: -8.987 1.365 -4.079  -0.30
C: -10.160 1.498 -3.354  -0.35
C: -10.081 1.487 -1.970  -0.20
H: -6.905 1.117 -1.429  0.63
H: -6.851 1.122 -3.928  0.36
H: -9.006 1.370 -5.162  0.37
H: -11.115 1.607 -3.850  0.36
H: -10.972 1.591 -1.360  0.37
N: 1.877 -2.624 7.514  -0.53
C: 2.086 -2.335 6.227  -0.41
C: 2.015 -1.055 5.701  -0.62
C: 1.705 -0.009 6.558  0.28
C: 1.481 -0.285 7.897  -0.49
C: 1.581 -1.601 8.322  -0.28
H: 2.323 -3.184 5.598  0.61
H: 2.197 -0.881 4.647  0.41
H: 1.639 1.008 6.187  0.43
H: 1.237 0.503 8.597  0.38
H: 1.418 -1.865 9.362  0.37
N: 1.681 3.279 5.741  -0.34
C: 1.892 3.570 4.455  -0.07
C: 1.822 4.850 3.930  -0.62
C: 1.510 5.893 4.787  -0.19
C: 1.286 5.617 6.126  -0.61
C: 1.384 4.301 6.550  -0.20
H: 2.130 2.721 3.821  0.43
H: 2.006 5.026 2.878  0.35
H: 1.444 6.909 4.417  0.38
H: 1.040 6.404 6.826  0.36
H: 1.221 4.037 7.589  0.39
N: 4.174 -0.286 -2.462  -0.61
C: 4.358 -0.052 -3.766  -0.34
C: 4.305 1.210 -4.339  0.01
C: 4.040 2.292 -3.514  -0.35
C: 3.843 2.074 -2.158  -0.41
C: 3.923 0.774 -1.686  -0.45
H: 4.558 -0.930 -4.371  0.41
H: 4.465 1.340 -5.404  0.45
H: 3.988 3.294 -3.922  0.41
H: 3.633 2.894 -1.483  0.41
H: 3.780 0.552 -0.634  0.61
N: 4.076 1.263 -7.651  -0.33
C: 5.173 1.029 -8.378  -0.06
C: 5.188 0.997 -9.763  -0.65
C: 3.997 1.216 -10.436  -0.11
C: 2.846 1.459 -9.704  -0.63
C: 2.939 1.473 -8.322  -0.18
H: 6.081 0.860 -7.808  0.38
H: 6.107 0.806 -10.300  0.36
H: 3.966 1.199 -11.519  0.38
H: 1.897 1.634 -10.194  0.35
H: 2.066 1.663 -7.707  0.38

Record 2
Below is an isolated ion of composition C3H7N2S and charge +1 at a distorted geometry, with properties calculated with ωB97M-V/def2-TZVPD.

Calculated values
Energy, eV: -17029.320
Gap between HOMO and LUMO (alpha / beta), eV: 6.633 / 8.760
Charge: +1
Relative energy (zero: lowest compared OMol25 entry of this formula, charge and spin), kcal per mole: 98.03

Last column: Mulliken charge in e.
Geometry (Å):
C: 0.667 -1.119 -0.074  0.18
C: -0.736 1.276 0.086  -0.69
C: -1.424 0.042 0.294  -0.17
N: 1.382 -0.068 0.032  -0.29
N: -0.652 -1.211 0.061  -0.14
S: 2.903 0.331 0.195  0.01
H: 1.018 -2.057 -0.496  0.40
H: -0.664 1.859 -0.824  0.33
H: -0.369 1.778 0.908  0.34
H: -1.699 0.110 1.339  0.28
H: -2.260 0.100 -0.451  0.31
H: -1.155 -2.070 0.029  0.22
H: 2.990 1.028 -1.099  0.23

Record 3
Below is C14H13F2KO2Si as an isolated structure, with properties calculated with ωB97M-V/def2-TZVPD.

Calculated values
Energy, eV: -48461.106
Gap between HOMO and LUMO, eV: 5.622
Charge: -2

Last column: Mulliken charge in e.
Geometry (Å):
K: 2.914 1.029 2.230  0.89
O: 4.416 1.360 0.249  -0.80
C: 4.950 0.232 0.398  0.22
O: 4.866 -0.538 1.388  -0.79
H: 5.569 -0.132 -0.450  0.39
C: -2.681 3.134 -1.540  -0.31
C: -1.327 3.087 -1.853  -0.50
C: -0.545 2.020 -1.432  -0.34
C: -1.062 0.957 -0.669  0.27
C: -2.426 1.044 -0.356  -0.14
C: -3.224 2.100 -0.788  -0.60
Si: 0.172 -0.370 0.012  -0.31
C: -0.615 -2.059 -0.515  0.17
C: -1.879 -2.530 -0.129  -0.17
C: -2.322 -3.814 -0.433  -0.55
C: -1.505 -4.698 -1.125  -0.32
C: -0.240 -4.267 -1.514  -0.46
C: 0.184 -2.978 -1.219  -0.35
H: -3.296 3.966 -1.864  0.34
H: -0.877 3.886 -2.434  0.33
H: 0.507 2.003 -1.700  0.30
H: -2.887 0.275 0.255  0.12
H: -4.276 2.120 -0.522  0.32
H: 1.136 -0.283 -1.163  -0.18
H: -2.539 -1.885 0.441  0.17
H: -3.311 -4.129 -0.114  0.33
H: -1.841 -5.703 -1.352  0.34
H: 0.418 -4.938 -2.057  0.33
H: 1.169 -2.663 -1.545  0.27
F: 3.824 3.586 5.387  -0.32
C: 2.696 3.157 4.573  -0.24
F: 1.701 2.883 5.606  -0.32
H: 2.331 4.149 4.233  -0.07

Record 4
Below is one molecule with the formula C6H6 at a distorted geometry, with properties calculated with ωB97M-V/def2-TZVPD.

Calculated values
Energy, eV: -6312.236
Gap between HOMO and LUMO, eV: 9.455
Charge: 0
Relative energy (zero: lowest compared OMol25 entry of this formula, charge and spin), kcal per mole: 160.61

Last column: Mulliken charge in e.
Geometry (Å):
C: -0.099 0.613 1.608  -1.20
C: -0.480 -0.396 0.558  0.49
C: -0.362 -0.022 -0.806  -0.07
C: -0.185 0.366 -2.043  -0.63
C: 0.658 -1.109 -0.084  0.12
C: 1.673 -1.711 -0.558  -0.64
H: 0.762 1.200 1.274  0.34
H: -0.946 1.275 1.794  0.34
H: 0.174 0.078 2.517  0.32
H: -1.308 -1.063 0.780  0.31
H: -0.570 0.997 -2.836  0.34
H: 0.681 -0.228 -2.204  0.27

Record 5
Below is one molecule with the formula C5H8O2, with properties calculated with ωB97M-V/def2-TZVPD.

Calculated values
Energy, eV: -9408.043
Gap between HOMO and LUMO, eV: 9.287
Charge: 0
Relative energy (zero: lowest compared OMol25 entry of this formula, charge and spin), kcal per mole: 41.26
SMILES string: C=C(O)O/C=C\C

Last column: Mulliken charge in e.
Geometry (Å):
C: 0.219 -1.007 -2.246  -1.00
C: 0.385 -0.125 -1.266  0.75
O: 1.500 -0.045 -0.483  -0.44
O: -0.540 0.823 -1.011  -0.37
C: -0.498 1.508 0.182  -0.35
C: -0.493 0.983 1.396  0.00
C: -0.499 -0.470 1.744  -1.02
H: 0.987 -1.714 -2.496  0.22
H: -0.684 -1.016 -2.823  0.28
H: 2.151 -0.675 -0.804  0.29
H: -0.528 2.580 0.024  0.40
H: -0.479 1.665 2.236  0.32
H: 0.443 -0.751 2.216  0.24
H: -1.299 -0.662 2.469  0.37
H: -0.666 -1.095 0.862  0.31

Record 6
Below is a 2-piece molecular cluster, C2H5BrN3 overall at a distorted geometry, with properties calculated with ωB97M-V/def2-TZVPD.

Calculated values
Energy, eV: -76654.467
Gap between HOMO and LUMO (alpha / beta), eV: 8.367 / 8.651
Charge: +1
Relative energy (zero: lowest compared OMol25 entry of this formula, charge and spin), kcal per mole: 140.82

Last column: Mulliken charge in e.
Geometry (Å):
C: 0.942 0.925 0.089  -0.38
C: -0.477 -1.002 0.046  -0.14
N: 1.637 -0.387 0.214  -0.16
N: 0.842 -1.295 0.049  0.00
N: -0.479 0.589 0.007  -0.15
Br: -1.802 -1.789 1.120  0.09
H: 0.942 1.414 1.033  0.32
H: 1.473 1.552 -0.664  0.34
H: -1.283 -1.829 -1.626  0.30
H: -0.999 1.090 0.713  0.39
H: -0.797 0.734 -0.981  0.40

Question: Among the records above, which one has the highest energy?
Answer: C6H6